(1)
Density functional theory data (ωB97M-V/def2-TZVPD) for the molecule C6H9N3 at a distorted geometry.

The geometry in XYZ format:
```
18
Properties=species:S:1:pos:R:3:forces:R:3:mulliken_charge:R:1
C 0.18600 1.78408 1.78631 -0.1 0.3 -0.1 -1.30
C 0.26450 -1.43203 -1.79938 -0.1 -0.4 0.1 -1.32
C -0.37578 1.19359 0.53525 -1.1 0.0 0.5 0.66
C -0.12329 -1.02793 -0.41363 -0.2 -0.4 0.1 0.66
N 0.65438 -1.53177 0.60595 0.0 0.4 -0.1 -0.46
C -1.45829 -0.55947 -0.13481 0.2 0.6 -0.7 -0.29
N -1.57569 0.51204 0.60845 0.7 -0.1 0.8 -0.59
C 0.08880 1.67243 -0.70815 0.6 -0.6 -0.6 0.33
N 0.52326 2.04618 -1.71660 -0.2 0.1 0.2 -0.57
H 0.47178 -1.18321 1.53695 -0.1 0.0 -0.1 0.25
H 1.63775 -1.63705 0.41369 0.1 0.0 -0.1 0.22
H -2.33436 -1.02604 -0.57952 0.1 0.0 -0.1 0.43
H -0.60179 1.88421 2.53546 0.0 -0.1 -0.1 0.35
H 0.63528 2.76443 1.62547 0.1 -0.1 0.0 0.36
H 0.95591 1.12044 2.20225 0.0 0.0 0.0 0.25
H -0.62437 -1.67416 -2.38675 0.0 0.2 0.1 0.34
H 0.76511 -0.59518 -2.29514 0.0 0.1 0.0 0.30
H 0.91079 -2.31058 -1.81581 0.1 0.1 0.1 0.40
```
Forces are in eV/Å.

Values from the calculation:
HOMO level (alpha / beta)   -7.30 / -7.29 eV
Multiplicity   1
Structure (SMILES)   C/C(N)=C/N=C(/C)C#N

***

(2)
Density functional theory data (ωB97M-V/def2-TZVPD) for the molecule C6H9N3 at a distorted geometry.

The geometry in XYZ format:
```
18
Properties=species:S:1:pos:R:3:forces:R:3:mulliken_spin:R:1
C -1.22636 1.65103 0.00796 0.9 0.8 -0.3 -0.07
C 0.08368 1.17406 -0.07272 0.5 3.9 -0.6 0.37
C 0.00767 -0.23713 -0.15659 3.0 -7.6 -0.1 0.43
C 2.09702 -1.49104 0.31536 2.2 2.2 1.1 0.53
C 1.30944 2.01181 -0.15493 1.1 -0.6 -0.1 -0.01
C -2.01278 -1.71449 -0.09956 1.6 -3.8 1.7 0.00
N -2.06847 0.62727 0.05015 -1.5 1.4 -0.2 0.45
N 0.91368 -1.53624 -0.19891 -6.6 5.0 -0.6 0.13
N -1.35036 -0.46599 -0.05397 -0.3 -1.8 -0.3 0.07
H -1.60502 2.68973 -0.11208 0.5 -1.0 0.5 0.00
H 2.71273 -2.35321 0.30757 0.4 -0.7 -0.3 0.03
H 2.50360 -0.55282 0.72155 0.0 -0.6 0.1 0.02
H 1.12864 3.07926 0.03132 -0.2 -0.3 -0.6 0.00
H 1.83876 1.72114 0.77443 0.6 0.0 -0.6 0.03
H 1.97499 1.81239 -1.09914 -1.2 0.4 1.9 0.03
H -2.44227 -2.08544 0.94916 0.8 1.1 -2.1 0.00
H -2.74764 -1.90518 -0.88329 0.0 0.8 0.0 0.00
H -1.11729 -2.42516 -0.32632 -1.8 0.9 0.5 0.00
```
Forces are in eV/Å.

Values from the calculation:
HOMO level (alpha / beta)   -4.71 / -9.56 eV
Multiplicity   3

***

(3)
Density functional theory data (ωB97M-V/def2-TZVPD) for a 2-piece molecular cluster, C6H9N3 overall at a distorted geometry.

The geometry in XYZ format:
```
18
Properties=species:S:1:pos:R:3:forces:R:3:mulliken_spin:R:1
C -1.60473 2.69898 1.55240 0.8 -1.7 -1.4 0.06
C -1.88890 0.61900 1.49440 0.9 0.0 -0.8 0.08
C 0.97888 -1.27914 1.04553 -1.9 0.3 0.4 0.02
C 1.82997 -0.08841 0.67294 -1.2 -1.5 -3.2 0.06
C 0.34647 -0.03039 0.60011 1.4 1.7 0.9 0.69
C -0.66572 0.15099 -2.20135 0.3 -0.2 -1.0 0.86
N -2.50651 1.73739 1.77156 -0.9 -1.3 1.0 0.02
N -0.49000 2.25743 1.02388 1.7 0.0 -0.4 -0.01
N -0.60775 0.88885 0.96808 -2.3 0.4 1.9 0.00
H -1.81625 3.71020 1.69830 0.0 1.4 0.2 0.01
H -2.28608 -0.38655 1.63306 0.2 0.4 -0.2 0.00
H 0.63910 -1.95464 0.34618 0.4 -2.0 -1.9 0.03
H 0.80645 -1.75655 2.00664 0.6 0.8 0.5 0.01
H 2.39255 0.17966 1.46382 1.4 1.8 2.8 0.02
H 2.46816 -0.09891 -0.24152 -0.9 -0.2 0.5 0.02
H -0.45340 -0.42211 -3.07264 0.1 -0.2 -0.5 0.03
H -0.22048 1.08331 -2.03098 0.6 1.1 0.1 0.04
H -1.32603 -0.21414 -1.48978 -1.1 -0.7 1.0 0.05
```
Forces are in eV/Å.

Values from the calculation:
HOMO level (alpha / beta)   -7.54 / -10.12 eV
Multiplicity   3

***

(4)
Density functional theory data (ωB97M-V/def2-TZVPD) for the molecule C6H9N3O at a distorted geometry.

The geometry in XYZ format:
```
19
Properties=species:S:1:pos:R:3:forces:R:3:mulliken_charge:R:1
C -0.06511 -0.89546 -2.27781 -4.1 -0.1 4.7 -1.29
C -1.12977 0.21102 -1.70500 5.2 -0.1 -3.0 -0.32
C -0.99047 2.17946 -0.31783 5.8 -5.7 11.2 -0.46
C -0.37900 2.46796 0.93996 -0.7 -3.4 -3.7 -0.55
C -0.14344 0.41550 0.61603 1.7 -3.3 1.7 0.46
C 0.20245 -1.12923 0.85073 -2.1 3.6 -0.6 -0.50
H -0.05297 -1.61283 -1.37905 0.0 0.1 -2.4 0.30
H -0.34769 -1.13562 -3.25646 -0.7 -1.1 -1.0 0.41
H 0.81650 -0.47458 -2.28911 4.9 2.1 -0.2 0.48
H -1.86364 -0.42761 -1.72832 -5.2 -2.4 0.5 0.31
H -1.15340 0.91492 -2.52691 -0.6 0.6 0.3 0.30
H -1.34468 2.62155 -1.00766 -4.8 6.5 -8.6 0.59
H -0.39314 3.39761 1.29152 0.4 3.5 1.9 0.56
H -0.60817 -1.83055 1.00087 -0.1 -0.2 0.1 0.49
H 2.53945 -3.15957 0.83473 -4.1 1.8 0.5 0.37
N -0.83186 0.83299 -0.47989 0.9 0.7 1.7 0.20
N 0.22351 1.35034 1.51534 -2.5 0.0 -2.7 -0.61
N 1.39362 -1.45760 0.78648 2.1 -1.4 0.0 -0.31
O 1.49285 -2.85861 0.95880 3.7 -1.1 -0.4 -0.43
```
Forces are in eV/Å.

Values from the calculation:
HOMO level   -8.57 eV
Multiplicity   1
Structure (SMILES)   CCn1ccnc1/C=N/O

***

Calculated total energy for the records above, in order: -398.19158 -398.05966 -398.06069 -473.34821 Eh
Energy relative to the best compared isomer or geometry (same formula, charge and spin) for the records above, in order: 220.2 102.6 99.9 529.1 kJ/mol